# CH4N2OS

A cluster of 2 separate species, CH4N2OS in total (the ωB97M-V functional and the def2-TZVPD basis, the Open Molecules 2025 dataset).

For the lowest unoccupied orbital energy, the calculation gives -0.091 hartree.

Element x y z (Å)
C 2.6082 -1.6762 0.4654
N 1.8729 -0.7739 0.5974
N -2.1917 -0.1215 1.2743
O -1.7679 -1.0678 0.3206
S -0.7808 -0.4907 -0.8311
H 3.3210 -2.0120 1.2736
H 2.6331 -2.4517 -0.4133
H -3.1575 -0.4315 1.5820
H -1.5924 -0.2758 2.0200

***

# CH4N2P2

An isolated molecule of CH4N2P2 (the ωB97M-V functional and the def2-TZVPD basis, the Open Molecules 2025 dataset).

For the lowest unoccupied orbital energy, the calculation gives -0.012 hartree.

Element x y z (Å)
C 0.4897 -1.6251 0.2833
N -2.3323 -0.5447 -0.6003
N 2.1623 0.2743 -0.5415
P -0.9933 -0.7639 0.3211
P 2.1005 -1.3376 0.0864
H -3.0930 -0.3208 0.0179
H 2.9756 0.7655 -0.2256
H 1.3771 0.7992 -0.4114
H -1.1674 -0.5198 1.5825

***

# CH4N2S

An isolated molecule of CH4N2S (the ωB97M-V functional and the def2-TZVPD basis, the Open Molecules 2025 dataset).

Its structure (SMILES) is [H]/N=C\NS. For the lowest unoccupied orbital energy, the calculation gives 0.028 hartree.

Element x y z (Å)
H -0.5307 -1.5235 0.0928
N -1.2654 -0.9244 -0.2146
C -0.9481 0.2400 -0.1474
N 0.3994 0.7353 -0.1130
S 1.6275 -0.3477 -0.2671
H -1.7775 0.9403 -0.2009
H 0.4980 1.7237 -0.0657
H 1.9969 -0.8438 0.9160

***

# CH4N2S2

An isolated molecule of CH4N2S2 (the ωB97M-V functional and the def2-TZVPD basis, the Open Molecules 2025 dataset).

For the lowest unoccupied orbital energy (spin up / spin down), the calculation gives -0.063 / -0.063 hartree.

Element x y z (Å)
C 1.1648 0.1172 -0.3238
N 0.4437 1.1477 -0.8961
N 0.1649 -0.3206 0.7007
S -2.6522 -0.9746 1.1820
S -0.7150 -1.6233 0.6280
H 1.3414 -0.8472 -0.9878
H 1.9811 0.4538 0.2950
H 0.7059 2.1223 -0.6964
H -2.4346 -0.0752 0.0983

***

# CH4N2S2

An isolated molecule of CH4N2S2 (the ωB97M-V functional and the def2-TZVPD basis, the Open Molecules 2025 dataset).

For the lowest unoccupied orbital energy, the calculation gives 0.000 hartree.

Element x y z (Å)
C -1.0395 -0.9555 -0.0050
N -1.5273 0.1564 -0.1927
N 0.9013 1.4735 0.1070
S 0.5969 -1.5772 0.7629
S 1.6605 0.1607 -0.0847
H -1.6094 -1.7449 -0.5855
H -1.0956 0.9143 0.3207
H 0.9795 1.7311 1.0600
H 1.1336 -0.1585 -1.3827

***

# CH4N2S2

An isolated molecule of CH4N2S2 (the ωB97M-V functional and the def2-TZVPD basis, the Open Molecules 2025 dataset).

Its structure (SMILES) is SSN1CN1. For the lowest unoccupied orbital energy, the calculation gives 0.024 hartree.

Element x y z (Å)
S 1.4180 0.6868 2.5997
S 1.3957 -0.8926 1.3397
N -0.0837 -0.8123 0.5268
C 0.2609 0.1018 -0.9496
N -0.0128 -1.2403 -0.8301
H 1.5168 -0.0067 3.7387
H 1.3361 0.3561 -1.0123
H -0.6126 0.6736 -1.2185
H -0.8796 -1.6051 -1.1428

***

Calculated energy above the lowest of the compared OMol25 structures with the same formula, charge and spin in order - 174.1 55.7 36.2 110.2 69.6 85.8 kcal/mol